No. 1
DFT (ωB97M-V/def2-TZVPD) results for a molecular structure, C52H36CrN4O5 at a distorted geometry.

ORCA input file:
```
! RIJCOSX wB97M-V def2-TZVPD def2/J DEFGRID3
* xyz -2 5
Cr 0.4188 -0.4615 -0.1431
O 0.3553 2.6340 -1.7254
O -1.8430 -1.3080 -1.7426
O 1.0825 -0.2907 -1.9866
O 0.4730 -1.0256 -4.0090
O -3.3760 0.7494 -3.2772
N 0.9983 1.2211 0.6740
N 2.1383 -1.1627 0.6268
N -1.2284 0.5309 -0.4485
N -0.3835 -2.2406 0.5366
C 2.3612 2.9394 1.1408
C 5.7710 1.0021 -2.9412
C -6.0567 -3.9189 -2.4159
C -2.3221 0.8051 -2.6894
C -1.8630 1.2011 0.5791
C 0.8232 -4.4537 4.0202
C 3.0648 -3.6823 3.8333
C 4.2965 1.3857 -1.0274
C 4.8858 0.5298 -1.9877
C -1.9707 2.8518 2.3988
C 0.2450 2.1835 1.2866
C -3.5776 3.0473 4.2166
C 1.0807 3.2435 1.6377
C -0.9140 2.9492 -2.2646
C 1.4736 -3.0989 1.9691
C 5.5404 3.2143 -2.0644
C -2.8093 2.2701 3.3566
C 0.1857 1.2699 -3.5971
C -5.1775 -3.2451 -3.2612
C -2.3578 -2.3210 -0.9660
C -3.9849 -2.7296 -2.7826
C 1.7870 -3.7800 3.2349
C -4.5312 -3.5326 -0.5862
C -1.9084 4.2506 2.3631
C 0.7913 3.7074 -3.7333
C -2.6642 5.0286 3.2306
C 4.6541 2.7486 -1.1049
C -2.2100 0.0184 -1.3452
C -1.2548 1.7581 -3.2206
C 2.2840 1.6817 0.5354
C 3.8796 -2.4899 1.1614
C 3.2803 -0.5521 0.1850
C -1.7592 -4.0963 0.6726
C 3.3078 0.8533 -0.1055
C -3.6189 -2.8802 -1.4313
C 0.1678 -3.1645 1.4065
C -3.5093 4.4328 4.1605
C -3.3134 0.9347 0.4693
C 1.1513 -5.1146 5.1944
C -3.5359 0.1931 -0.6129
C 1.0266 2.3889 -2.9553
C -0.5691 4.1671 -3.1417
C 6.1132 2.3517 -2.9922
C -5.7225 -4.0500 -1.0748
C -0.6970 -4.3058 1.4929
C -1.5759 -2.8103 0.0613
C 0.5853 -0.1428 -3.1647
C -1.2033 2.0255 1.4361
C 2.4784 -2.3044 1.2911
C 3.3887 -4.3370 5.0100
C 2.4474 -5.0984 5.6914
C 4.3760 -1.4068 0.4457
H 1.5881 4.4251 -3.5385
H -1.2753 4.7197 1.6198
H 0.2951 1.2601 -4.6778
H -5.4250 -3.1188 -4.3097
H 4.2120 3.4504 -0.4165
H 4.5846 -0.5101 -2.0006
H -0.2155 -4.4118 3.7388
H 3.8022 -3.0443 3.3782
H -4.0619 1.2891 1.1653
H 5.7842 4.2710 -2.0908
H -2.8374 1.1886 3.4256
H 6.7904 2.7241 -3.7516
H -6.9903 -4.3186 -2.7931
H 4.3893 -4.2302 5.4140
H -0.4448 5.0405 -2.5005
H 0.7448 3.5330 -4.8099
H 0.3708 -5.6327 5.7416
H -1.3284 4.3865 -3.8943
H -4.1057 5.0403 4.8323
H -3.3044 -2.2126 -3.4462
H -4.2201 2.5690 4.9486
H 2.7020 -5.6161 6.6078
H -1.7352 2.1554 -4.1114
H -4.4805 -0.1467 -1.0136
H 5.4079 -1.2131 0.1858
H 2.0672 2.1325 -2.7717
H 4.4442 -3.3355 1.5218
H -2.6019 6.1101 3.1739
H 0.8066 4.1245 2.1981
H 6.1768 0.3140 -3.6748
H -6.4062 -4.5462 -0.3941
H -0.4676 -5.2280 1.9999
H -2.5318 -4.8097 0.4313
H 3.2479 3.5360 1.2880
H -1.6357 3.1306 -1.4693
H -4.3215 -3.5907 0.4741
*
```

As for the HOMO energy (spin up / spin down): -0.3 / -1.0 eV. As for the expectation value of S²: 6.36. For the LUMO energy (spin up / spin down), the calculation gives 4.2268 / 4.3349 eV.

Mulliken population analysis, charges in e, atoms 1 to 4: number 1, Cr, carries -0.845; number 2, O, carries -0.282; number 3, O, carries -0.394; number 4, O, carries -0.010

***

No. 2
DFT (ωB97M-V/def2-TZVPD) results for a molecular structure, C52H37FN2OP2S2SiV.

ORCA input file:
```
! RIJCOSX wB97M-V def2-TZVPD def2/J DEFGRID3
* xyz -2 4
V -0.3369 -1.1130 -0.7594
S -2.7078 -0.8988 -1.0586
S -0.9389 -2.9086 0.7702
P -0.4448 1.4096 1.6282
P 1.7997 -0.2649 -1.6231
Si -0.5988 1.5189 -1.1175
F 1.0021 -5.2480 -5.3589
O 0.7001 0.1265 1.8604
N -5.7473 -6.1806 2.7200
N -8.0562 -3.5038 0.6107
C -5.4593 -3.3510 0.5970
C -4.8260 -2.3506 -0.1244
C -3.4371 -2.2132 -0.1483
C 2.4373 -0.2445 0.0623
C 4.0455 -1.8760 -2.1106
C 1.1934 -4.6782 -3.0663
C 0.7187 -4.3906 -4.3254
C 0.4115 2.3046 2.9971
C 3.7442 0.7357 1.8994
C -0.0376 -3.2671 -4.5719
C 3.2389 2.0080 -2.6364
C 2.0774 1.4990 -2.0686
C -3.3068 -4.1353 1.3178
C -1.7099 -0.5036 3.2536
C -1.3803 2.9810 1.0361
C -2.7822 -1.1278 3.8811
C 0.8982 -3.7951 -2.0262
C 2.2082 -1.5384 0.9432
C 3.0197 -1.1368 -2.6872
C 1.4267 3.2101 2.6743
C 1.7479 3.7524 4.9991
C -4.2931 0.3747 2.7873
C -3.2185 1.0060 2.1770
C 0.7415 2.8595 5.3311
C -5.2878 -5.3332 2.0923
C 3.3077 0.7753 0.6314
C -6.9072 -3.4353 0.6041
C -0.2886 -2.3996 -3.5078
C -2.6468 -3.1114 0.6164
C 2.4671 4.2412 -2.1910
C 3.7727 -1.8579 -4.8698
C -4.0785 -0.6963 3.6471
C -1.3041 1.3984 -2.9043
C -4.6821 -4.2571 1.3229
C 1.0652 2.3488 -1.5909
C 2.9548 -1.5412 2.2147
C 2.8921 -1.1393 -4.0730
C -1.9074 0.5781 2.3976
C -2.5472 5.0855 1.1536
C 0.1680 -2.6092 -2.1925
C 3.4310 3.3836 -2.7064
C 4.8004 -2.5896 -4.2831
C -2.8083 5.0150 -0.2165
C -2.3321 3.9445 -0.9596
C 4.9355 -2.5963 -2.9030
C 1.0439 -0.6372 0.7405
C -1.8335 4.0750 1.7799
C -1.5920 2.9262 -0.3442
C 1.2959 3.7270 -1.6409
C 3.5693 -0.4626 2.7117
C 0.0796 2.1407 4.3361
C 2.0893 3.9241 3.6596
H -2.5218 3.9123 -2.0270
H 4.1500 -1.8848 -1.0312
H 1.7755 -5.5780 -2.9037
H -2.2661 0.8894 -2.9618
H 4.3288 1.5606 2.2913
H 5.4833 -3.1613 -4.9007
H 4.0378 -0.5092 3.6887
H 5.7265 -3.1707 -2.4352
H 0.5419 4.4090 -1.2593
H 2.6228 5.3139 -2.2278
H 3.5858 1.6153 0.0036
H 3.6476 -1.8605 -5.9456
H -0.5980 0.8744 -3.5554
H -5.4277 -1.6379 -0.6746
H -1.6518 4.1247 2.8492
H -0.8780 -1.5104 -3.7234
H 1.2604 -4.0602 -1.0360
H -0.7048 -0.8691 3.4058
H -0.4134 -3.0750 -5.5703
H -4.9159 -1.2070 4.1083
H 0.4655 2.7160 6.3693
H 2.0829 -0.5875 -4.5401
H -2.7126 -4.8362 1.8907
H 2.2645 4.3089 5.7721
H 1.7054 3.3540 1.6349
H -2.9146 5.9282 1.7295
H -3.4158 1.8267 1.5000
H -1.4145 2.4219 -3.2891
H -5.3008 0.7080 2.5702
H -3.3715 5.8054 -0.7001
H 2.1487 -2.4985 0.4366
H 4.0088 1.3355 -2.9994
H -2.5964 -1.9825 4.5205
H 2.8768 4.6156 3.3838
H 2.9683 -2.4750 2.7668
H -0.7040 1.4457 4.6137
H 4.3401 3.7812 -3.1426
*
```

As for the HOMO energy (spin up / spin down): -1.2 / -2.2 eV. As for the expectation value of S²: 3.81. For the LUMO energy (spin up / spin down), the calculation gives 4.1201 / 4.1129 eV.

Mulliken population analysis, charges in e, atoms 1 to 4: number 1, V, carries -0.151; number 2, S, carries -0.453; number 3, S, carries -0.495; number 4, P, carries 3.027

***

Quick rundown of energy above the lowest of the compared OMol25 structures with the same formula, charge and spin, same order as above: 70.24; 69.13 kcal per mole